1.
The following is a quantum chemistry calculation of a molecular structure, C12H36N3O6Sr, from the Open Molecules 2025 dataset.

Values from the calculation:
E_LUMO (eV): 1.621
HOMO-LUMO gap (eV): 4.6
Energy (eV): -30610.5467
Net charge: -1
Highest occupied orbital energy (eV): -3.0
Max |F| (eV/A): 2.90

The geometry in XYZ format:
```
58
C12H36N3O6Sr (the ωB97M-V functional and the def2-TZVPD basis)
Sr -8.12309 5.97908 3.40288
O -11.11744 7.47584 4.08464
H -10.71154 8.35904 3.98594
O -9.93458 2.98628 4.85543
H -9.44939 2.18814 5.14195
O -9.89548 4.42858 0.69581
H -10.07006 4.25953 -0.25049
C -2.75818 6.61729 1.26592
C -4.16446 6.85982 1.53892
C -5.06242 6.73966 0.25057
O -6.32967 7.35607 0.51264
C -7.13074 7.64118 -0.62911
N -4.61984 6.02849 2.73694
H -2.73515 5.64126 0.78122
H -2.09962 6.50554 2.12727
H -2.27530 7.35860 0.62922
H -4.26947 7.91964 1.77104
H -5.05029 5.68882 -0.03871
H -4.70784 7.20881 -0.66718
H -7.20613 8.71852 -0.77663
H -8.16121 7.28851 -0.67194
H -6.62001 7.16558 -1.46641
H -4.05435 5.19199 2.76160
H -4.40659 6.38835 3.65623
C -5.83402 -0.18199 3.94151
C -4.99921 1.02881 3.90651
C -3.52293 0.89110 3.40781
O -2.70782 1.97543 3.67252
C -1.29994 1.75221 3.68646
N -5.67884 1.96576 3.13395
H -5.91013 -0.59120 2.93411
H -6.89373 -0.01846 4.13739
H -5.53742 -0.97395 4.62921
H -4.87126 1.47974 4.89059
H -3.29188 0.73249 2.35444
H -3.18493 -0.02844 3.88561
H -0.85622 2.53238 3.06795
H -0.97316 0.94180 3.03488
H -0.77602 1.60247 4.63049
H -6.67451 1.85149 3.25920
H -5.38755 1.76306 2.18836
C -7.12021 9.38454 8.41736
C -7.57059 8.94161 6.99005
C -6.89883 9.73081 5.81378
O -7.59816 9.51042 4.55389
C -8.27465 10.66819 4.01901
N -7.36531 7.49160 6.81227
H -6.09314 9.20960 8.73770
H -7.79862 9.17183 9.24355
H -7.06335 10.47305 8.41676
H -8.60315 9.27677 6.89216
H -5.88044 9.34880 5.74272
H -6.77054 10.76244 6.14146
H -8.50870 10.23063 3.04851
H -7.74435 11.58735 3.76992
H -9.09210 11.11216 4.58712
H -7.78211 7.00023 7.59004
H -6.39825 7.20489 6.76041
```



2.
The following is a quantum chemistry calculation of C5H12N2S in the gas phase, from the Open Molecules 2025 dataset.

Values from the calculation:
E_LUMO (eV): 0.783
HOMO-LUMO gap (eV): 9.1
Energy (eV): -19190.1597
Highest occupied orbital energy (eV): -8.3
Max |F| (eV/A): 5.19
SMILES: C[C@@H](N)[C@]1(CN)CS1

The geometry in XYZ format:
```
20
C5H12N2S (the ωB97M-V functional and the def2-TZVPD basis)
C 0.76248 -1.89931 -0.91768
C 0.88618 -1.02920 0.40978
N 2.17736 -0.36228 0.76776
C -0.19041 0.09713 0.24730
C -0.06508 1.21548 -0.74645
N 0.84718 2.25746 -0.37105
C -1.16861 0.31977 1.42185
S -1.85369 -0.37418 -0.22411
H 0.75378 -1.08989 -1.80308
H -0.34492 -2.13762 -1.17574
H 1.39601 -3.05760 -1.10964
H 0.80555 -1.77294 1.23163
H 2.75933 -0.07505 -0.07774
H 2.14827 0.46531 1.35914
H -1.22831 1.54883 -0.94580
H 0.38515 0.78779 -1.69654
H 1.73044 1.68080 -0.09747
H 1.08700 3.12803 -1.20727
H -1.44888 1.41970 1.68478
H -0.90343 -0.39998 2.15778
```



3.
The following is a quantum chemistry calculation of C15H19N3O2 in the gas phase, from the Open Molecules 2025 dataset.

Values from the calculation:
E_LUMO (eV): 0.093
HOMO-LUMO gap (eV): 8.1
Energy (eV): -24413.8361
Highest occupied orbital energy (eV): -8.0
Max |F| (eV/A): 19.32
SMILES: COCCCNC(=O)c1cc(C)nn1-c1ccccc1

The geometry in XYZ format:
```
39
C15H19N3O2 (the ωB97M-V functional and the def2-TZVPD basis)
C -5.00056 -0.18521 0.54617
O -3.58653 0.42360 0.37132
C -2.73964 -0.56602 -0.20119
C -2.39371 -1.89743 0.56807
C -1.21957 -2.44442 0.07058
N -0.05962 -1.62265 0.14015
C 0.99497 -1.76165 -0.72810
O 0.79822 -2.19682 -1.69952
C 2.05572 -0.81913 -0.48110
C 3.46094 -1.54864 -0.24650
C 4.17536 -0.14387 0.33674
C 5.61900 0.00718 0.67157
N 3.35686 0.80951 0.18479
N 2.09123 0.38699 0.02880
C 1.17163 1.18865 -0.24480
C 0.17820 1.13342 -1.24551
C -0.67235 2.24156 -1.57400
C -0.88147 3.28786 -0.56316
C 0.03275 3.40504 0.24056
C 0.95647 2.56642 0.68095
H -5.53656 0.62598 0.77899
H -5.38510 -0.52158 -0.25497
H -5.15316 -0.96157 1.19923
H -1.87230 0.29348 -0.30231
H -3.12617 -0.89730 -1.31911
H -2.27171 -1.43219 1.77837
H -3.34050 -2.55072 0.94879
H -1.36010 -2.88798 -0.87193
H -1.07618 -3.44080 0.79256
H 0.19095 -1.07766 1.09707
H 3.76846 -2.39374 -0.36718
H 5.74781 0.83152 1.08721
H 6.25729 -0.51088 -0.04609
H 5.78214 -0.69799 1.50333
H 0.29772 0.15185 -1.98960
H -1.40653 2.03166 -2.32040
H -1.63269 4.14347 -1.07058
H -0.03341 4.32644 1.14671
H 1.81215 2.70363 1.35408
```



4.
The following is a quantum chemistry calculation of 2 unconnected molecules or ions with the total composition C3H10NO2, from the Open Molecules 2025 dataset.

Values from the calculation:
E_LUMO (eV): -3.213
HOMO-LUMO gap (eV): 12.5
Energy (eV): -8851.7720
Net charge: +1
Highest occupied orbital energy (eV): -15.7
Max |F| (eV/A): 1.42

The geometry in XYZ format:
```
16
C3H10NO2 (the ωB97M-V functional and the def2-TZVPD basis)
O 1.53249 -0.56439 -0.94918
C 1.92537 -0.40654 -2.08935
O 1.72496 0.65463 -2.83406
H 2.55377 -1.13220 -2.61283
H 0.94127 1.09869 -2.47525
C -1.72004 -0.67288 0.41390
N -0.33873 -0.25262 0.84016
C -0.18715 1.01259 1.65180
H -1.65876 -1.67525 0.00238
H -2.35688 -0.66532 1.28640
H -2.13153 0.03798 -0.28406
H 0.40296 -0.24476 0.06760
H -0.10120 -0.98156 1.51294
H -0.35159 1.80908 0.93664
H 0.77491 1.01353 2.17288
H -1.00985 0.96902 2.36003
```



5.
The following is a quantum chemistry calculation of 9 unconnected molecules or ions with the total composition C29H52F6O24P, from the Open Molecules 2025 dataset.

Values from the calculation:
E_LUMO (eV): 2.042
HOMO-LUMO gap (eV): 10.0
Energy (eV): -105655.5296
Net charge: -1
Highest occupied orbital energy (eV): -8.0
Max |F| (eV/A): 5.62

The geometry in XYZ format:
```
112
C29H52F6O24P (the ωB97M-V functional and the def2-TZVPD basis)
P -0.23550 1.47193 0.47602
F -0.06316 -0.10701 0.37789
F 1.18707 1.62651 -0.32318
F -1.00279 1.56852 -1.01146
F -0.18420 3.13054 0.61631
F -1.59849 1.35656 1.42150
F 0.72316 1.45022 1.79689
C -1.32284 -3.69135 2.96003
C -0.81839 -2.84649 1.82575
O 0.49829 -3.10462 1.90382
C 0.82473 -4.23244 2.50344
O 1.95329 -4.80565 2.40775
O -0.27290 -4.73782 3.10907
H -2.35176 -3.97658 2.74077
H -1.26042 -3.13277 3.89395
H -1.00889 -1.80197 2.07228
H -1.11099 -3.03272 0.79240
C 1.03756 -3.17759 -1.00435
C 0.30112 -2.87651 -2.30916
O 0.88653 -3.68707 -3.22600
C 2.09667 -3.90873 -2.81105
O 2.82040 -4.50293 -3.58939
O 2.31575 -3.43283 -1.55163
H 0.63669 -4.07712 -0.53716
H 1.03640 -2.34074 -0.30594
H 0.18904 -1.80797 -2.49294
H -0.75333 -3.08498 -2.12814
C 0.22745 0.60484 5.86068
C -0.22189 0.08980 4.55034
O 0.38770 -1.21054 4.41369
C 1.29745 -1.31251 5.32419
O 2.01861 -2.27197 5.51852
O 1.35550 -0.13420 6.06170
H -0.46765 0.58235 6.69998
H 0.68935 1.59038 5.80185
H 0.06126 0.68408 3.68158
H -1.29080 -0.12184 4.57756
C 2.06453 0.58161 -3.63059
C 3.21371 -0.12013 -2.87999
O 3.58669 -1.27490 -3.64050
C 4.88845 -1.54650 -3.80905
O 5.85018 -0.95409 -3.24344
O 5.06357 -2.40160 -4.82060
C 6.31647 -2.87842 -5.24961
H 1.14709 0.08905 -3.30845
H 2.16441 0.55101 -4.71557
H 1.96940 1.58629 -3.21868
H 2.93495 -0.52583 -1.90747
H 4.04033 0.56600 -2.69555
H 7.01077 -3.15196 -4.45512
H 6.81118 -2.11113 -5.84512
H 6.08833 -3.71899 -5.90496
C -1.21503 4.60823 -1.97484
C -1.66510 5.61087 -0.90803
O -2.62859 6.41356 -1.62552
C -3.36898 7.32386 -0.92222
O -3.45630 7.46339 0.36454
O -4.08411 8.00810 -1.77210
C -5.10693 8.85143 -1.16727
H -0.46799 3.85680 -1.71914
H -0.67603 5.14161 -2.75784
H -2.11234 4.12850 -2.36572
H -0.79337 6.16643 -0.56229
H -2.15391 5.21073 -0.01974
H -4.58008 9.39306 -0.38167
H -5.96960 8.24977 -0.88108
H -5.47921 9.50209 -1.95856
C -3.68089 0.96157 -2.73947
C -2.44975 0.30945 -3.30037
O -2.82436 -0.81186 -3.99360
C -1.93507 -1.45279 -4.84457
O -0.78671 -0.99804 -5.10075
O -2.41861 -2.64463 -5.22736
C -1.63135 -3.46974 -6.07370
H -4.42187 1.30334 -3.46214
H -3.44082 1.85897 -2.16927
H -4.26749 0.29226 -2.11016
H -1.81696 0.01168 -2.46430
H -1.84834 1.01242 -3.87677
H -2.12911 -4.42953 -6.21202
H -0.63275 -3.53569 -5.64179
H -1.57548 -3.16442 -7.11857
C -4.14457 -1.08644 1.27270
C -4.76362 -1.33048 2.63894
O -5.62063 -0.22216 2.98987
C -5.57926 0.35054 4.20326
O -4.85111 -0.10413 5.13316
O -6.42338 1.44542 4.27531
C -6.35499 2.27770 5.43541
H -3.33374 -0.35808 1.28533
H -4.86307 -0.79622 0.50614
H -3.64321 -2.01614 1.00364
H -3.84660 -1.57459 3.17520
H -5.48440 -2.14038 2.52652
H -6.68071 3.27019 5.12399
H -5.29401 2.37434 5.66580
H -6.82635 1.93174 6.35532
C 8.05449 -1.39057 2.61890
C 6.93930 -0.76180 3.35473
O 5.59136 -1.16620 2.99085
C 5.12290 -0.83416 1.72855
O 5.69460 -0.48746 0.68700
O 3.83933 -1.21662 1.78302
C 2.91121 -0.53586 0.93980
H 9.04265 -0.98420 2.83453
H 8.14567 -1.19527 1.55043
H 8.09419 -2.47762 2.68855
H 6.95475 0.28778 3.06107
H 7.10991 -0.85957 4.42684
H 1.98374 -0.18291 1.39072
H 2.75630 -1.17320 0.06922
H 3.35578 0.35610 0.49836
```



6.
The following is a quantum chemistry calculation of a molecular structure, C9H9N3OS, from the Open Molecules 2025 dataset.

Values from the calculation:
E_LUMO (spin up / spin down) (eV): 0.264 / -4.156
HOMO-LUMO gap (spin up / spin down) (eV): 5.6 / 4.7
Energy (eV): -26823.7033
Multiplicity: 3
Highest occupied orbital energy (spin up / spin down) (eV): -5.4 / -8.8
Max |F| (eV/A): 6.76

The geometry in XYZ format:
```
23
C9H9N3OS (the ωB97M-V functional and the def2-TZVPD basis)
C -2.62861 -2.09856 0.19420
C -2.51507 -1.43709 2.53847
C -0.75230 1.09654 0.04764
C -0.10594 0.82966 1.37630
C -0.29682 -0.43096 -1.79847
C 0.43755 -0.43874 0.69459
C -1.87775 -1.76472 1.30944
C 0.92281 1.89208 1.96514
C -0.02734 -1.63212 -2.36110
N -3.01839 -2.74250 -0.75695
N -2.84819 -1.24174 3.60595
N -0.21347 0.00374 -0.49979
O -1.39960 2.01227 -0.34931
S -0.15414 -2.09130 1.25982
H -0.75293 0.61987 2.15708
H -0.69890 0.34847 -2.42153
H 1.48185 -0.66104 0.71946
H 1.62070 1.48894 2.49850
H 0.34219 2.52535 2.65184
H 1.30096 2.48527 1.25052
H 0.30372 -2.44247 -1.82392
H -0.21740 -1.87752 -3.44374
H -3.21410 -2.48232 -1.62108
```



In order of appearance, ΔE to the lowest compared entry with this formula, charge and spin = 215.83, 105.07, 377.65, 13.11, 25.27, 0.00 kcal/mol.